No. 1
The following is a quantum chemistry calculation of 9 unconnected molecules or ions with the total composition C54H45N9O18 in a non-equilibrium geometry, from the Open Molecules 2025 dataset.

Atoms and positions in Å:
H  -3.50  -0.22  0.19
O  0.85  -3.45  -9.86
H  3.70  -5.88  -9.97
O  0.89  1.02  -3.81
C  0.71  -7.14  -7.87
C  3.74  -4.50  2.43
H  -11.16  8.12  10.12
H  3.82  -8.15  -8.78
H  1.97  0.13  9.86
H  -9.38  8.51  11.54
H  -5.24  -2.99  -10.29
H  -11.00  7.16  8.01
H  -0.23  -7.38  -7.39
C  2.64  3.30  8.80
C  6.98  2.15  1.42
C  -8.07  -4.50  -11.41
H  1.69  9.77  0.83
H  4.58  3.07  11.57
N  1.69  -10.22  1.62
H  -7.12  7.81  10.96
H  -2.36  12.26  -0.57
H  3.52  0.83  11.62
H  -5.17  -2.29  -12.52
C  -7.00  -4.31  -10.47
C  -9.16  7.95  10.65
H  -0.11  12.99  -1.58
H  4.13  -3.45  -0.78
C  -0.61  1.14  -2.05
O  1.89  -3.64  3.64
C  -1.33  0.02  -2.44
C  8.20  1.46  -0.99
H  -0.85  -7.18  -0.92
C  -1.38  11.89  -0.28
C  2.13  1.98  8.77
N  -6.33  6.63  8.53
H  6.54  2.40  2.37
H  -0.53  9.16  1.56
C  8.40  0.65  0.17
H  2.90  -2.90  1.17
O  -6.10  -4.35  -8.34
O  3.39  -4.69  4.77
C  -2.00  1.36  -0.08
C  -2.72  0.20  -0.44
C  -1.50  10.79  0.55
N  1.82  -4.13  -10.01
C  -2.33  -0.44  -1.59
C  -0.14  12.32  -0.74
H  6.12  3.74  0.33
C  -8.77  6.81  8.10
O  2.59  5.39  7.79
O  2.58  12.86  -1.40
O  -6.16  6.26  7.37
H  -2.50  -6.91  0.91
O  -8.01  -5.32  -8.59
C  1.81  -5.46  -9.29
C  -7.90  7.58  10.25
O  2.82  -3.72  -10.66
C  -8.11  -3.97  -12.66
H  -1.21  -0.49  -3.38
C  -7.06  -3.20  -13.07
C  -1.67  -7.58  1.04
C  3.57  3.71  9.79
H  -2.48  10.45  0.86
C  1.83  -8.03  -7.99
C  0.30  -8.66  0.19
C  1.04  11.51  -0.32
C  5.48  -5.76  1.32
H  1.81  -9.04  -7.60
C  -0.37  -9.02  2.46
H  7.34  3.29  -1.72
N  2.97  -4.24  3.68
C  -1.45  -8.19  2.29
N  2.35  11.71  -1.01
C  -6.03  -3.40  -10.91
H  6.33  -6.43  1.24
C  -7.70  6.97  9.01
C  0.75  -5.87  -8.52
C  7.43  2.60  -0.90
N  2.30  4.23  7.70
H  -6.87  -3.02  -14.12
C  0.86  10.43  0.59
H  -0.59  2.86  -0.68
C  4.25  -4.09  0.08
C  3.50  -3.80  1.21
H  -8.96  -4.12  -13.31
C  -0.97  1.86  -0.86
H  7.83  0.34  2.21
C  2.49  1.07  9.80
H  5.09  -6.08  3.38
H  -0.28  -9.50  3.42
O  1.63  3.75  6.80
H  5.69  -5.24  -0.82
O  -5.47  6.60  9.36
C  6.87  2.96  0.31
O  9.96  -0.75  1.12
C  4.80  -5.46  2.54
H  -8.78  6.33  7.14
C  -6.02  -2.86  -12.18
C  5.24  -5.06  0.15
H  -2.10  -7.93  3.11
N  0.41  1.73  -2.95
C  -0.40  10.09  1.02
C  2.90  -6.26  -9.36
H  1.45  1.69  7.98
H  1.10  -8.70  -0.53
C  0.49  -9.32  1.39
C  -0.76  -7.77  -0.02
C  7.73  0.99  1.36
N  -7.06  -4.64  -9.06
O  2.21  -10.34  2.72
H  -8.88  -5.17  -11.18
O  0.59  2.96  -2.93
N  9.35  -0.45  0.10
H  -0.12  -5.23  -8.50
O  3.03  10.75  -1.26
H  8.63  1.18  -1.94
C  3.36  1.48  10.77
C  -10.03  7.29  8.48
C  2.96  -7.51  -8.70
C  -10.23  7.71  9.75
H  3.96  4.72  9.81
H  -3.05  -1.20  -1.87
O  9.59  -0.94  -0.96
O  2.03  -10.97  0.74
H  -2.28  1.82  0.85
C  3.95  2.76  10.75

Summary:
* net charge: 0
* largest force on an atom: 0.0710 Eh/bohr
* LUMO energy: -0.98 eV

Löwdin population analysis, charges in e, atoms 1 to 6:
1 H 0.107
2 O 0.094
3 H 0.116
4 O 0.079
5 C -0.042
6 C -0.111

No. 2
The following is a quantum chemistry calculation of a molecular structure, C54H49CdClF3N11O4PSb, from the Open Molecules 2025 dataset.

Atoms and positions in Å:
C  -2.35  1.01  3.34
C  -3.14  0.39  -0.43
H  4.12  -1.78  -0.47
H  3.98  0.94  -5.06
H  2.25  2.58  -3.76
N  2.08  3.75  2.50
N  4.03  3.35  1.10
C  -2.91  6.30  0.58
Cd  0.16  -0.11  -1.31
C  4.97  -0.67  4.34
H  -1.87  -6.63  -3.07
C  0.45  -5.86  1.30
H  0.57  4.56  -0.45
O  2.32  2.14  -2.90
C  -1.68  -0.68  4.94
C  -2.64  4.18  1.65
H  -4.09  -3.12  -1.98
O  -1.28  1.98  -6.19
H  -0.11  -5.58  -2.40
N  -1.62  -4.04  -2.50
C  -2.36  3.97  -3.26
C  -1.96  2.93  -5.54
H  3.89  2.26  -0.70
C  3.90  0.16  4.58
F  6.04  -0.59  5.14
C  0.48  -3.45  -2.34
N  -7.36  -7.67  -2.36
C  4.37  -1.98  -1.51
H  -3.03  1.81  3.07
H  -3.94  -7.95  -3.00
H  -2.13  2.54  0.35
C  -0.46  -0.43  2.86
H  -3.12  7.36  0.63
N  -2.11  -0.46  -0.41
C  2.76  -0.84  2.70
H  1.55  -3.42  -2.30
H  0.04  -1.84  4.42
H  -2.99  1.32  -0.96
C  -4.35  0.11  0.19
H  4.04  4.13  3.06
N  2.39  5.05  0.47
Cl  -3.35  5.27  -3.72
O  0.02  0.47  -4.33
C  -2.63  5.73  -0.65
C  -4.49  -1.10  0.85
H  -2.38  -2.04  -2.59
H  1.36  1.79  2.45
C  -4.04  -4.17  -2.21
Sb  1.03  -1.01  1.50
C  4.98  -1.58  3.30
C  -3.43  -1.99  0.86
N  -0.28  -2.29  -2.39
F  -3.53  0.69  5.32
C  0.72  -3.11  1.45
H  5.85  -2.22  3.16
N  -2.04  3.70  -1.97
C  3.91  -0.83  -2.35
N  3.09  0.14  -1.96
C  3.77  4.73  0.45
H  -1.00  -3.21  2.75
C  1.89  5.05  1.84
H  -1.22  -5.66  2.60
H  -1.18  1.12  1.56
C  3.04  0.99  -3.03
P  1.59  2.42  0.08
C  -1.80  3.00  -4.06
C  3.79  0.55  -4.07
C  -1.31  0.61  2.51
H  2.42  5.82  2.41
O  -2.68  3.69  -6.13
C  -5.17  -6.28  -2.46
C  -2.35  3.60  0.43
H  5.45  -2.11  -1.58
N  4.34  -0.63  -3.60
H  3.66  1.29  0.75
H  -3.50  -2.96  1.35
C  -2.84  -4.80  -2.51
H  4.95  -1.24  -4.11
C  -0.30  -3.76  2.15
H  4.35  5.44  1.04
C  1.59  4.20  -0.42
N  -1.30  2.57  -1.89
H  -2.61  6.36  -1.53
C  -2.26  -1.63  0.22
C  3.45  3.39  2.53
H  3.93  0.85  5.42
H  -5.42  -1.35  1.35
C  -1.53  -2.69  -2.47
H  -6.15  -4.44  -1.97
H  3.88  -2.39  1.67
C  -6.39  -7.06  -2.41
C  3.87  -1.66  2.48
H  3.90  -2.92  -1.82
H  2.15  -5.86  0.00
H  4.16  4.67  -0.56
H  2.37  -3.40  0.10
C  -2.35  4.37  -0.73
C  1.48  -5.25  0.60
C  -3.97  -6.89  -2.77
H  -3.17  5.99  2.69
H  -0.72  1.44  -5.59
H  -1.83  -1.16  5.90
C  -0.32  0.88  -3.24
H  1.99  4.27  -1.44
C  -2.93  5.54  1.74
H  -1.42  -2.32  0.19
H  0.20  3.01  1.99
H  1.93  0.71  3.96
C  -0.33  -4.53  -2.41
C  1.59  -3.87  0.67
C  -1.14  2.15  -3.13
C  -2.52  0.34  4.53
C  -0.44  -5.14  2.07
H  -5.15  0.83  0.15
H  5.04  3.20  1.16
F  0.31  -7.19  1.21
C  2.78  0.07  3.75
H  0.83  5.29  1.83
H  -2.66  3.56  2.55
C  -2.80  -6.15  -2.80
C  -5.21  -4.91  -2.19
C  3.42  2.24  0.28
H  3.61  2.40  2.95
C  1.24  2.72  1.89
C  -0.64  -1.06  4.10

Summary:
* net charge: +2
* largest force on an atom: 0.0186 Eh/bohr
* LUMO energy: -4.45 eV

Löwdin population analysis, charges in e, atoms 1 to 6:
1 C 0.010
2 C -0.151
3 H 0.047
4 H 0.129
5 H 0.128
6 N -0.126

No. 3
The following is a quantum chemistry calculation of a molecular structure, C54H49N7O5SV in a non-equilibrium geometry, from the Open Molecules 2025 dataset.

Atoms and positions in Å:
C  1.41  -4.23  -0.77
H  -2.32  -3.45  -5.12
H  1.51  -4.74  0.18
H  3.94  -3.23  -0.85
C  0.51  1.35  3.12
C  1.63  1.24  7.09
H  2.13  -3.41  1.95
C  3.80  4.25  -0.07
C  3.69  -0.60  1.26
C  -0.30  -4.45  2.42
C  -1.09  3.13  -0.47
C  -1.13  2.85  -5.86
H  1.07  -4.95  -4.07
H  -3.02  0.09  -2.82
O  -1.25  3.39  0.70
C  5.98  -1.02  0.69
H  0.81  3.85  -4.64
N  1.25  1.80  1.09
C  1.35  -2.22  -2.08
C  -4.07  0.08  -0.49
H  2.26  0.90  -1.20
C  1.38  -2.66  1.72
H  1.50  3.95  -1.64
H  4.23  5.19  0.24
C  1.46  -2.84  -0.84
C  -2.65  -1.59  -4.10
H  -2.03  4.80  -1.12
H  -0.69  0.19  4.93
H  4.03  1.94  -2.54
O  0.22  0.58  -2.51
C  1.47  4.35  -2.66
H  -5.32  -1.20  -1.69
O  1.02  -0.72  0.27
C  -2.61  -4.08  1.90
H  -4.98  3.14  0.66
H  6.31  -2.69  -0.62
C  4.23  -2.40  -0.23
H  1.39  -1.14  -2.17
V  -0.21  0.35  0.29
C  -3.99  1.30  0.18
C  2.24  2.47  0.28
H  -3.65  -4.40  1.89
H  -2.51  -3.69  -0.86
C  -6.22  1.86  -0.53
C  -5.24  -0.25  -1.17
H  1.24  -6.07  -1.86
H  -1.80  2.35  -6.57
H  0.88  5.27  -2.65
H  2.96  -0.03  1.82
C  4.25  3.63  -1.23
H  -7.22  0.36  -1.71
H  1.47  -1.88  2.48
H  -1.49  3.86  -5.72
H  -3.10  1.56  0.74
H  2.49  4.62  -2.93
C  -0.40  -0.01  7.48
C  0.92  3.35  -3.68
C  2.68  1.85  -0.89
H  -0.56  1.13  -4.69
H  1.60  2.51  -3.80
H  2.45  4.13  1.60
C  3.68  2.43  -1.64
H  5.03  4.09  -1.82
H  -1.87  -5.83  2.90
C  -1.62  -4.88  2.45
H  1.37  0.33  10.34
C  1.26  -4.99  -1.93
H  7.04  -0.78  0.78
C  5.58  -2.09  -0.09
C  1.17  -4.36  -3.17
H  -0.14  2.89  -6.33
H  0.50  -5.04  2.86
O  -1.80  4.74  -3.55
C  -1.34  3.90  -2.82
H  -3.58  -1.25  1.65
C  -2.82  -0.97  -2.87
H  2.28  1.77  6.40
C  -0.07  -0.13  8.82
H  -2.14  1.79  -4.29
H  -4.18  -2.43  0.50
C  2.80  3.67  0.69
O  -1.69  -0.22  -0.06
C  -0.25  1.68  -2.24
C  -3.29  -1.89  0.81
C  1.11  0.43  9.30
C  5.03  -0.27  1.37
C  1.95  1.11  8.43
C  0.46  0.67  6.62
H  -2.69  -1.00  -5.01
C  -5.06  2.19  0.15
C  -2.78  -1.71  -1.69
N  1.39  2.01  2.30
C  -0.01  -3.24  1.81
N  0.81  1.39  4.39
N  -0.98  -2.48  1.29
S  -0.88  0.52  2.44
H  -7.06  2.54  -0.55
C  -2.95  -0.95  -0.37
C  -2.24  -2.87  1.33
H  1.13  -2.47  -4.20
C  1.21  -2.97  -3.24
C  -6.31  0.63  -1.18
C  1.77  -2.00  0.38
C  -1.11  2.06  -4.55
H  5.33  0.56  2.00
H  -2.26  -4.78  -3.03
N  -1.53  3.99  -1.45
H  -1.32  -0.44  7.09
H  -0.74  -0.65  9.49
C  -2.56  -3.08  -1.75
H  2.87  1.56  8.80
C  -0.47  2.75  -3.32
C  -2.41  -3.71  -2.99
C  -2.45  -2.96  -4.16
N  0.10  0.74  5.24
C  3.27  -1.65  0.44
N  -0.48  1.95  -0.91

Summary:
* net charge: +1
* largest force on an atom: 0.0536 Eh/bohr
* LUMO energy: -4.29 eV

Löwdin population analysis, charges in e, atoms 1 to 6:
1 C -0.030
2 H 0.111
3 H 0.114
4 H 0.118
5 C -0.674
6 C -0.024